3 unconnected molecules or ions with the total composition C4H13NO3S at a distorted geometry, computed with the ωB97M-V functional and the def2-TZVPD basis.

The calculation puts the LUMO energy at 0.57 eV. As for the molar mass: 155.2 g mol⁻¹. Its structure (SMILES) is NC(=O)CCCS.O.O. The calculation puts the orbital gap at 0.3494 hartree.

Each atom is followed by the atoms it is bonded to, with distances in Å.
Cartesian coordinates (Å):
1 C -0.200 -1.365 0.789  C2 1.543, C5 1.484, H8 1.009, H9 1.209
2 C 0.159 -1.094 -0.687  C1 1.543, C3 1.534, H10 1.079, H11 1.191
3 C -0.725 0.060 -1.178  C2 1.534, S4 1.799, H12 1.171, H13 1.100
4 S -2.499 -0.100 -0.925  C3 1.799, H14 1.353
5 C -0.305 -0.102 1.561  C1 1.484, N6 1.423, O7 1.210
6 N -1.130 -0.157 2.719  C5 1.423, H15 1.016, H16 0.939
7 O -0.046 1.048 1.286  C5 1.210
8 H 0.579 -1.870 1.184  C1 1.009
9 H -1.076 -2.197 0.836  C1 1.209
10 H 1.233 -1.106 -0.794  C2 1.079
11 H -0.102 -2.048 -1.352  C2 1.191
12 H -0.125 1.003 -0.831  C3 1.171
13 H -0.655 0.115 -2.274  C3 1.100
14 H -2.896 0.151 0.344  S4 1.353
15 H -1.237 0.792 3.065  N6 1.016
16 H -1.507 -0.891 3.167  N6 0.939
17 H 1.378 2.885 -0.543  O19 0.952
18 H 1.113 1.732 0.313  O19 0.876
19 O 1.617 1.983 -0.358  H17 0.952, H18 0.876
20 H 2.855 0.186 -2.010  O22 0.953
21 H 1.571 0.866 -1.890  O22 1.019
22 O 1.998 0.109 -2.422  H20 0.953, H21 1.019

Here are the natural (NBO) charges for atoms 1 to 8, given in e: -0.54 -0.41 -0.60 -0.05 0.72 -0.83 -0.66 0.24